Record 1
{"formula": "C4H6I3N3O3", "method": "wB97M-V/def2-TZVPD", "smiles": "N/C(=N/I)N(I)[C@@H](I)CO.O=C=O", "relative_energy_kj_mol": 15.0, "homo_energy_ev": -8.69, "gap_ha": 0.298, "elements": ["N", "C", "N", "I", "N", "I", "C", "I", "C", "O", "H", "H", "H", "H", "H", "H", "O", "C", "O"], "xyz": [[0.022, -0.713, 2.534], [0.277, 0.057, 1.507], [1.117, 1.074, 1.640], [1.610, 2.351, 0.185], [-0.336, -0.387, 0.315], [-2.214, -1.016, 0.187], [0.605, -0.995, -0.558], [1.030, -3.184, -0.353], [0.276, -0.703, -2.060], [1.128, -1.294, -2.913], [-0.562, -1.473, 2.400], [0.396, -0.566, 3.532], [1.547, -0.527, -0.445], [-0.604, -1.259, -2.361], [0.124, 0.434, -1.991], [2.014, -0.979, -3.021], [-1.781, 3.336, -0.600], [-2.140, 3.068, 0.466], [-2.509, 2.775, 1.534]], "forces_ev_per_angstrom": [[1.229, 0.387, 4.576], [1.823, 2.902, -0.631], [-1.405, -2.064, 0.438], [-0.191, -0.072, -0.383], [1.540, 0.275, -0.771], [-0.880, -0.209, 0.209], [-0.844, -0.226, -1.868], [-0.253, 0.643, 0.286], [-1.467, 0.522, 2.263], [1.244, -0.839, -1.991], [-1.088, -1.655, -0.146], [-0.785, 0.032, -2.663], [1.120, 0.230, 0.726], [-1.024, 0.692, 0.515], [0.353, -1.335, -0.943], [0.658, 0.743, 0.420], [-0.040, 0.125, -0.137], [-0.306, -0.432, 0.873], [0.314, 0.279, -0.772]], "lowdin_charge": [0.1390, -0.7309, -0.4629, 0.8369, -0.6072, 1.0225, -0.8019, 0.7135, -0.4055, -0.0847, 0.0130, 0.1749, 0.0234, 0.0814, 0.1201, 0.0971, 0.1579, -0.4576, 0.1711]}

=====

Record 2
{"formula": "C6H12IN", "method": "wB97M-V/def2-TZVPD", "relative_energy_kj_mol": 372.6, "homo_energy_ev": [-7.86, -8.89], "gap_ha": [0.266, 0.322], "elements": ["C", "C", "C", "C", "C", "C", "N", "I", "H", "H", "H", "H", "H", "H", "H", "H", "H", "H", "H", "H"], "xyz": [[-0.139, -1.219, 0.238], [-0.466, 0.018, -0.496], [-0.166, -1.243, 1.666], [-0.042, -0.135, -1.981], [1.500, 1.164, 0.735], [0.045, 1.314, 0.109], [-1.956, 0.221, -0.612], [-3.144, -1.098, -1.603], [-0.156, -2.143, -0.287], [0.902, -1.156, 2.131], [-0.613, -2.003, 2.277], [-0.602, -0.309, 1.975], [-0.385, -1.227, -2.171], [0.968, 0.166, -2.174], [-0.636, 0.534, -2.688], [2.304, 1.881, 0.639], [1.702, 0.155, 0.360], [1.440, 1.095, 1.852], [0.074, 2.041, -0.744], [-0.629, 1.943, 0.774]], "forces_ev_per_angstrom": [[-0.699, -0.436, -0.370], [-1.322, 0.307, -2.017], [2.174, 1.312, 2.582], [-1.880, -0.828, -0.506], [-1.716, -1.162, 1.083], [0.938, 3.457, 0.178], [0.115, 0.049, 1.071], [0.373, -0.011, 0.210], [0.086, -0.542, -0.586], [-1.337, -0.264, -0.812], [-0.510, -0.874, -0.433], [-0.336, 0.462, 0.517], [1.363, 1.806, -0.519], [0.904, -0.646, 0.054], [0.396, -0.747, 1.157], [-0.224, 0.291, -1.093], [1.280, 0.338, 0.291], [-0.257, -0.257, -0.869], [0.268, -0.633, 0.404], [0.385, -1.622, -0.343]], "lowdin_charge": [-0.1245, -0.7332, -0.1148, -0.1044, -0.0802, -0.2069, -0.3890, 0.7663, 0.0894, 0.1179, 0.0724, 0.0730, 0.0491, 0.0693, 0.0900, 0.0614, 0.0584, 0.0719, 0.1109, 0.1229]}

=====

Record 3
{"formula": "CH2BrI", "method": "wB97M-V/def2-TZVPD", "multiplicity": 3, "relative_energy_kj_mol": 161.3, "homo_energy_ev": [-6.01, -10.06], "gap_ha": [0.246, 0.230], "elements": ["C", "Br", "I", "H", "H"], "xyz": [[0.064, -0.174, 0.130], [-0.484, 1.315, 1.212], [-0.150, 0.165, -2.044], [-0.468, -1.070, 0.241], [1.038, -0.236, 0.461]], "forces_ev_per_angstrom": [[-0.260, 0.556, 2.556], [-0.792, 0.322, 0.040], [-0.256, 0.799, -3.364], [-1.043, -0.998, 0.719], [2.351, -0.678, 0.049]], "lowdin_charge": [-1.1311, 0.5059, 0.7632, -0.0576, -0.0804]}

=====

Record 4
{"formula": "C2H4S2", "method": "wB97M-V/def2-TZVPD", "smiles": "CC1SS1", "relative_energy_kj_mol": 82.5, "homo_energy_ev": -8.33, "gap_ha": 0.313, "elements": ["C", "C", "S", "S", "H", "H", "H", "H"], "xyz": [[0.547, 0.489, 0.567], [-0.173, -0.262, -0.594], [-0.933, -1.770, -0.302], [-1.934, -0.038, -0.720], [1.268, -0.154, 1.180], [-0.126, 0.558, 1.341], [0.889, 1.453, 0.189], [0.462, -0.274, -1.661]], "forces_ev_per_angstrom": [[1.144, -2.032, -1.095], [3.651, 1.491, -2.165], [-0.594, -1.920, 0.619], [-0.472, 0.489, -0.419], [0.044, 0.839, -1.800], [-2.198, 1.001, 1.511], [0.307, -0.180, 0.472], [-1.881, 0.312, 2.877]], "lowdin_charge": [-0.1735, -1.1434, 0.5021, 0.4927, 0.0995, 0.0159, 0.0742, 0.1325]}